C21H19N7O6Ru | the ωB97M-V functional and the def2-TZVPD basis

Structure (XYZ):
```
54
Properties=species:S:1:pos:R:3:lowdin_charge:R:1
Ru 0.44715 0.27058 -0.49793 1.59
O -3.01487 5.09964 0.44081 0.14
C -2.23819 4.03323 0.30450 -0.25
C -1.93211 3.16326 1.36586 0.12
C -1.11493 2.09167 1.09102 -0.14
N -0.65598 1.89748 -0.13598 -0.01
C -0.88957 2.72349 -1.14944 -0.15
C -1.69487 3.81939 -0.97697 0.14
C -0.07598 2.32129 -2.35806 -0.49
O -0.10883 2.83574 -3.42463 0.21
O 0.79792 1.31560 -2.05233 -0.18
C -0.57838 1.02651 2.01732 -0.51
O -1.00274 0.77805 3.10895 0.15
O 0.43769 0.34717 1.46427 -0.17
H -3.34189 5.21274 1.34368 0.14
H -2.30499 3.32451 2.36939 0.15
H -1.88973 4.50976 -1.78645 0.16
N 3.00621 -1.04030 0.80865 0.14
C 3.22308 0.31521 0.59670 -0.26
C 4.41824 0.86852 1.05757 0.03
C 4.65637 2.21148 0.89067 0.00
C 3.69604 2.98811 0.24570 -0.01
C 2.54961 2.37993 -0.19033 -0.07
N 2.30019 1.06607 -0.01099 0.00
C 2.44359 -1.92297 -0.08947 -0.27
C 2.86951 -3.25468 -0.10695 0.03
C 2.36586 -4.09779 -1.06555 -0.01
C 1.45735 -3.60574 -2.00770 -0.02
C 1.05097 -2.30498 -1.89855 -0.09
N 1.50734 -1.47568 -0.92706 -0.01
H 3.67177 -1.45760 1.44026 0.15
H 5.15081 0.22388 1.52375 0.13
H 5.58123 2.64922 1.24047 0.13
H 3.83396 4.04608 0.08088 0.13
H 1.78714 2.95546 -0.68817 0.12
H 3.61024 -3.59006 0.60616 0.13
H 2.69476 -5.12748 -1.10621 0.13
H 1.08300 -4.22551 -2.80859 0.12
H 0.35207 -1.86279 -2.59396 0.11
C -4.35110 -2.98863 0.71428 0.02
N -3.26180 -2.18422 0.17556 -0.06
C -3.17800 -1.73261 -1.21151 0.02
C -1.87520 -0.98317 -1.15820 -0.45
O -1.27113 -0.30812 -2.00195 0.01
N -1.31420 -1.10104 0.04519 0.11
C -2.16800 -1.80517 0.83583 -0.34
N -1.91025 -2.07739 2.10226 0.27
H -5.21269 -2.88417 0.06039 0.11
H -4.63980 -2.62184 1.69906 0.10
H -4.07673 -4.04187 0.77250 0.11
H -4.01392 -1.08773 -1.48605 0.16
H -3.12489 -2.56444 -1.91803 0.16
H -1.16820 -1.57267 2.57036 0.12
H -2.58317 -2.55545 2.67902 0.13
```

The calculation puts the total energy at -1740.878051 Eh. The energy above the lowest of the compared OMol25 structures with the same formula, charge and spin is 0.0 kJ/mol. For the molar mass, the calculation gives 566.5 Da. Its total charge is +2.

=====

C16H26N2O3S | the ωB97M-V functional and the def2-TZVPD basis

Structure (XYZ):
```
48
Properties=species:S:1:pos:R:3:lowdin_charge:R:1
C -5.01957 -3.37281 0.93710 -0.12
C -4.13281 -2.16137 0.67383 -0.28
C -3.60890 -2.14790 -0.76100 -0.23
C -2.65292 -0.98844 -1.04449 -0.21
C -3.36170 0.36351 -1.12947 -0.18
C -2.37910 1.51335 -1.33094 -0.17
N -1.73014 1.85808 -0.08054 0.07
C -1.32218 3.11183 0.17337 -0.52
O -1.56213 4.05863 -0.55136 0.06
C -0.56759 3.30349 1.49169 -0.08
C 0.63898 2.37259 1.65678 -0.23
N 1.35572 2.12655 0.42155 -0.11
S 1.16107 0.65305 -0.34461 0.67
O 0.80066 0.87134 -1.71445 -0.28
O 0.30972 -0.17676 0.47074 -0.31
C 2.82604 0.02588 -0.26901 -0.28
C 3.69870 0.29402 -1.30558 -0.05
C 5.00418 -0.15430 -1.22309 -0.03
C 5.44199 -0.86643 -0.10923 -0.27
C 6.86305 -1.32901 -0.02260 -0.05
C 4.54354 -1.12498 0.92070 -0.03
C 3.23548 -0.67903 0.84454 -0.05
H -5.38462 -3.36709 1.96180 0.07
H -4.46511 -4.29492 0.77563 0.07
H -5.87741 -3.36941 0.26776 0.07
H -3.28470 -2.17486 1.36217 0.11
H -4.70625 -1.25353 0.86865 0.10
H -3.08349 -3.08813 -0.94491 0.11
H -4.45278 -2.10083 -1.45410 0.11
H -1.88069 -0.96234 -0.27384 0.09
H -2.14762 -1.16836 -1.99621 0.12
H -3.93602 0.55116 -0.22082 0.11
H -4.06008 0.34670 -1.96887 0.12
H -2.89021 2.41656 -1.67310 0.12
H -1.62129 1.23698 -2.07343 0.11
H -1.35706 1.08321 0.44771 0.10
H -1.26236 3.15247 2.31974 0.12
H -0.24026 4.34486 1.50767 0.12
H 1.33761 2.80322 2.38373 0.12
H 0.33231 1.39005 2.02110 0.10
H 1.32770 2.89357 -0.23175 0.12
H 3.33623 0.83613 -2.16422 0.11
H 5.69376 0.04678 -2.02960 0.12
H 6.97497 -2.11169 0.72280 0.08
H 7.50687 -0.49553 0.25853 0.09
H 7.20570 -1.70347 -0.98447 0.08
H 4.87046 -1.68146 1.78668 0.11
H 2.52228 -0.88134 1.62742 0.11
```

As for the SMILES: CCCCCCNC(=O)CCNS(=O)(=O)c1ccc(C)cc1. The calculation puts the total energy at -1358.712520 Eh. The energy above the lowest of the compared OMol25 structures with the same formula, charge and spin is 154.7 kJ/mol. For the molar mass, the calculation gives 326.5 Da.